Formula: C7H12
Source: OMol25
Level of theory: ωB97M-V/def2-TZVPD

The total charge is 0. The HOMO energy comes out at -9.1 eV. Its LUMO energy is 1.166 eV. As for the maximum force: 0.413 eV/Å. The calculation puts the molecular weight at 96.2 g/mol. Its multiplicity is 1. For the frontier orbital gap, the calculation gives 10.2184 eV.

Structure (XYZ):
```
19
Properties=species:S:1:pos:R:3:forces:R:3:nbo_charge:R:1
C 1.6666 -0.2355 -1.0995 0.1 0.0 0.0 -0.609
C 0.2123 -0.5330 -0.7530 0.0 0.0 0.0 -0.200
C -0.0156 -1.4515 0.4750 0.1 0.0 0.0 -0.447
C -1.3528 -0.9829 1.0109 -0.1 0.0 -0.2 -0.191
C 0.0745 1.6526 0.5889 0.0 0.1 0.0 -0.608
C -1.7755 0.1060 0.3680 0.1 -0.1 0.1 -0.188
C -0.6281 0.7163 -0.4116 0.0 0.1 0.0 -0.255
H 2.1786 0.2417 -0.2570 0.0 -0.1 -0.1 0.204
H 2.2244 -1.1417 -1.3614 -0.1 0.1 0.1 0.211
H 1.7271 0.4476 -1.9561 0.0 -0.1 0.1 0.208
H -0.2637 -1.0088 -1.6227 0.0 0.1 0.2 0.203
H -0.0558 -2.5112 0.1929 0.1 0.2 0.1 0.216
H 0.8008 -1.3529 1.2047 -0.1 0.0 0.0 0.204
H -1.8597 -1.4582 1.8482 -0.1 -0.1 -0.4 0.209
H 0.8810 2.2500 0.1504 -0.1 -0.1 0.0 0.207
H 0.4841 1.0505 1.4093 0.0 0.2 -0.1 0.204
H -0.6594 2.3324 1.0355 0.1 0.0 -0.1 0.212
H -2.7387 0.5940 0.4879 0.2 0.0 0.2 0.211
H -0.9002 1.2846 -1.3105 -0.1 -0.2 0.1 0.207
```
Positions in Å, forces in eV/Å.